a:
DFT (the ωB97M-V functional and the def2-TZVPD basis) results for an isolated molecule of C6H4O.

Summary:
Molecular weight in g/mol: 92.1
LUMO in eV: -1.072
Multiplicity: 1

Each line ends with the Mulliken charge.
Cartesian coordinates (Å):
O  1.69  1.62  1.30  -0.44
C  -0.98  0.12  -0.30  1.21
C  1.42  0.61  0.70  0.01
C  0.13  0.32  0.13  -0.25
H  -3.03  -0.15  0.07  0.29
C  2.09  -1.42  1.13  -0.45
H  3.50  -0.06  0.03  0.35
H  -2.66  0.63  -1.48  0.31
H  -2.40  -1.11  -1.28  0.31
C  2.57  -0.42  0.48  -0.07
C  -2.34  -0.15  -0.78  -1.26

=====

b:
DFT (the ωB97M-V functional and the def2-TZVPD basis) results for an isolated molecule of C6H4O.

Summary:
Molecular weight in g/mol: 92.1
LUMO in eV: -0.263
Structure (SMILES): C#CC(=O)C#CC
Multiplicity: 1

Each line ends with the Mulliken charge.
Cartesian coordinates (Å):
H  -2.92  0.62  -3.41  0.37
C  -0.13  -0.24  0.21  -0.15
C  2.22  0.23  1.37  -1.23
H  2.04  0.81  2.28  0.28
C  0.95  -0.02  0.70  0.83
O  -2.26  -1.10  0.61  -0.43
H  2.70  -0.71  1.66  0.30
C  -1.99  -0.05  -1.45  -0.35
H  2.92  0.79  0.74  0.30
C  -2.47  0.31  -2.49  0.23
C  -1.51  -0.52  -0.15  -0.14

=====

Which of them is the most stable, and which is the least stable? b and a, in that order.

=====

a:
DFT (the ωB97M-V functional and the def2-TZVPD basis) results for an isolated molecule of C17H22N2O5.

Summary:
Molecular weight in g/mol: 334.4
LUMO in eV: 0.628
Structure (SMILES): CCCCOCCOc1ccc(Cc2c(O)[nH]c(=O)[nH]c2=O)cc1
Multiplicity: 1

Each line ends with the Mulliken charge.
Cartesian coordinates (Å):
C  -2.16  0.57  1.77  0.37
C  3.92  0.76  -0.99  0.63
H  2.03  -2.28  -0.21  0.41
C  -3.71  -1.87  -1.33  -0.56
H  -4.29  0.74  1.66  0.38
C  3.40  0.80  0.30  0.14
C  1.14  -0.30  -0.29  -1.10
O  -3.43  -0.87  -0.35  -0.13
C  -3.59  -0.03  1.92  -1.01
H  2.39  -0.07  -1.79  0.45
C  -0.77  -1.42  -2.05  0.54
H  -3.80  -0.29  2.93  0.40
C  0.28  -2.20  -1.54  -0.71
H  -2.07  0.99  0.77  0.01
C  -3.83  -1.19  0.99  -0.61
H  -3.67  -2.13  -3.40  0.49
H  -4.81  -1.92  -1.45  0.40
H  -2.10  1.36  3.82  0.35
C  -3.08  -1.59  -2.70  -0.81
C  2.06  0.30  0.75  -0.58
H  0.28  -3.25  -1.78  0.44
C  0.17  0.52  -0.87  0.22
C  5.87  2.01  -0.22  0.22
H  -1.44  -0.26  1.90  0.21
H  5.47  1.56  -2.18  0.29
O  3.81  1.57  2.51  -0.72
H  -2.43  2.58  2.58  0.34
C  -1.85  1.69  2.80  -1.41
N  5.16  1.36  -1.22  -0.08
C  -0.79  -0.05  -1.73  -0.23
H  5.97  2.43  1.80  0.25
H  -0.80  1.92  2.79  0.35
O  6.78  2.73  -0.48  -0.62
H  -3.35  -2.88  -0.99  0.34
H  -4.89  -1.45  1.03  0.38
O  -1.70  -1.98  -2.91  -0.54
O  3.27  0.23  -2.06  -0.68
H  1.49  1.11  1.23  0.13
H  -3.25  -0.55  -2.93  0.35
N  5.43  1.97  1.07  -0.06
C  4.20  1.45  1.33  -0.10
C  1.23  -1.67  -0.65  0.27
H  0.12  1.58  -0.64  0.58
H  -1.62  0.58  -2.05  0.17
H  -3.29  -2.11  1.37  0.33
H  2.26  -0.44  1.51  0.49

=====

b:
DFT (the ωB97M-V functional and the def2-TZVPD basis) results for an isolated molecule of C17H22N2O5.

Summary:
Molecular weight in g/mol: 334.4
LUMO in eV: -0.684
Structure (SMILES): Cc1cc(NC(=O)COC(=O)CC2CCCC2)c([N+](=O)[O-])cc1C
Multiplicity: 1

Each line ends with the Mulliken charge.
Cartesian coordinates (Å):
C  -0.82  -0.46  -1.83  -0.65
N  0.45  1.20  -0.59  -0.15
O  -1.84  0.17  0.11  -0.72
H  2.60  -1.35  -5.05  0.35
C  -1.53  0.36  3.32  -0.42
C  1.46  0.56  2.20  0.65
O  -2.71  -1.42  -1.03  -0.68
H  2.35  3.04  1.39  0.35
C  1.24  0.39  -2.73  -0.84
C  0.98  -0.22  3.39  -1.10
H  1.01  0.41  4.28  0.40
H  -2.11  0.30  5.41  0.28
C  2.16  -0.37  -4.91  -1.85
C  0.30  0.40  -1.70  1.38
H  -3.49  0.24  4.29  0.37
H  1.72  -0.07  -5.87  0.35
H  -1.08  -2.71  -5.11  0.35
H  -2.09  0.45  2.39  0.09
H  1.65  -1.07  3.51  0.36
C  1.11  -0.41  -3.85  0.80
H  2.10  1.04  -2.63  0.69
H  -2.67  -2.07  5.37  0.41
C  -2.46  -0.09  4.45  -0.81
H  -1.09  1.33  3.53  0.30
O  2.40  2.34  -1.01  -0.67
H  -2.88  -2.03  3.61  0.28
C  0.00  -1.26  -3.98  1.04
H  0.67  -2.82  -5.28  0.35
H  -0.21  -1.53  -6.09  0.35
C  -0.94  -1.27  -2.97  -0.94
H  -0.52  -1.18  2.18  0.21
C  -0.46  -0.74  3.18  0.62
H  -1.80  -1.91  -3.03  0.47
O  2.25  0.17  1.38  -0.59
H  2.94  0.34  -4.66  0.37
O  0.89  1.78  2.13  -0.28
H  0.64  3.47  1.08  0.31
H  -0.29  1.09  0.11  0.14
C  -0.82  -1.80  4.23  -1.06
N  -1.84  -0.58  -0.87  1.05
H  -0.29  -1.60  5.16  0.39
C  1.49  2.02  -0.28  0.70
C  -2.32  -1.61  4.45  -0.63
H  -0.57  -2.81  3.90  0.39
C  -0.17  -2.13  -5.18  -1.71
C  1.36  2.65  1.12  -0.72

=====

Which of them is the most stable, and which is the least stable? a and b, in that order.

=====

a:
DFT (the ωB97M-V functional and the def2-TZVPD basis) results for a cluster of 2 separate species, CHNO3S in total.

Summary:
Molecular weight in g/mol: 107.1
LUMO in eV: -1.486
Multiplicity: 1

Each line ends with the Mulliken charge.
Cartesian coordinates (Å):
C  0.47  1.20  0.22  -0.26
S  -1.11  -2.70  0.39  0.67
O  1.27  2.57  -1.43  -0.59
H  0.50  0.97  1.28  0.28
O  -1.83  -2.41  -0.81  -0.34
O  -0.24  -1.63  0.84  -0.34
N  0.93  1.99  -0.48  0.57

=====

b:
DFT (the ωB97M-V functional and the def2-TZVPD basis) results for a cluster of 2 separate species, CHNO3S in total.

Summary:
Molecular weight in g/mol: 107.1
LUMO in eV: -0.675
Multiplicity: 1

Each line ends with the Mulliken charge.
Cartesian coordinates (Å):
S  4.24  -0.06  0.03  0.75
C  0.61  0.32  -0.23  -0.11
O  3.60  0.18  -1.25  -0.42
O  2.39  1.41  0.83  -0.63
N  1.48  0.95  0.20  0.48
O  3.64  -1.14  0.79  -0.39
H  -0.05  -0.02  -1.07  0.33

=====

c:
DFT (the ωB97M-V functional and the def2-TZVPD basis) results for an isolated molecule of CHNO3S.

Summary:
Molecular weight in g/mol: 107.1
LUMO in eV: -0.019
Multiplicity: 1

Each line ends with the Mulliken charge.
Cartesian coordinates (Å):
O  -0.86  1.10  0.13  -0.43
C  -0.73  -1.74  -0.62  -0.16
O  1.38  0.66  -0.71  -0.41
O  0.57  -0.73  1.20  -0.29
S  0.71  0.92  0.49  0.74
H  -0.96  1.24  -0.81  0.36
N  -0.12  -1.44  0.32  0.18

=====

Which of them is the most stable, and which is the least stable? b and c, in that order.

=====

a:
DFT (the ωB97M-V functional and the def2-TZVPD basis) results for an isolated molecule of CHNO3S.

Summary:
Molecular weight in g/mol: 107.1
LUMO (alpha / beta) in eV: -0.107 / -0.107
Multiplicity: 1

Each line ends with the Mulliken charge.
Cartesian coordinates (Å):
H  -0.72  -0.02  -0.02  0.36
O  2.28  -1.38  0.17  -0.19
O  3.30  0.73  -0.86  -0.40
N  0.98  -1.58  -0.22  -0.24
S  2.86  0.15  0.36  0.69
O  1.17  0.73  0.56  -0.33
C  0.31  -0.16  0.24  0.10

=====

b:
DFT (the ωB97M-V functional and the def2-TZVPD basis) results for an isolated molecule of CHNO3S.

Summary:
Molecular weight in g/mol: 107.1
LUMO (alpha / beta) in eV: -1.477 / -1.477
Multiplicity: 1

Each line ends with the Mulliken charge.
Cartesian coordinates (Å):
O  2.78  -1.05  -2.52  -0.46
N  1.68  -1.48  -0.03  0.19
H  3.23  -0.24  -2.03  0.40
S  2.00  -2.50  -2.36  0.79
C  1.93  -0.39  0.10  -0.21
O  0.89  -2.87  -3.18  -0.33
O  1.77  -2.81  -0.39  -0.38

=====

Which of them is the most stable, and which is the least stable? a and b, in that order.

=====

a:
DFT (the ωB97M-V functional and the def2-TZVPD basis) results for a structure of composition C9H11NO2.

Summary:
Molecular weight in g/mol: 165.2
LUMO in eV: -0.231
Multiplicity: 1

Each line ends with the Mulliken charge.
Cartesian coordinates (Å):
H  -0.97  -3.01  -0.13  0.03
H  -1.31  4.52  -0.11  0.45
H  1.52  0.65  -0.13  0.17
C  -2.06  -1.07  0.07  -0.59
H  0.23  2.67  1.40  0.32
H  -1.34  2.85  0.89  0.68
C  0.33  -1.41  0.01  0.75
H  1.93  -2.04  -1.69  0.28
H  0.67  -3.43  -0.79  0.22
H  1.97  -3.03  1.56  0.26
H  -2.68  1.17  -0.06  0.21
C  -0.54  2.25  0.63  -1.15
C  -0.94  -1.80  -0.07  -0.16
C  0.54  0.00  0.40  -0.58
C  -0.54  0.83  0.76  0.58
O  -0.44  4.12  -0.72  -0.54
C  0.02  2.88  -0.61  0.78
C  1.36  -2.39  -0.65  -0.31
H  -3.22  -1.46  -0.50  0.17
N  2.47  -2.84  0.33  -0.67
O  1.04  2.31  -1.32  -0.61
H  3.83  -2.15  0.48  0.24
C  -1.85  0.39  0.27  -0.53

=====

b:
DFT (the ωB97M-V functional and the def2-TZVPD basis) results for an isolated molecule of C9H11NO2.

Summary:
Molecular weight in g/mol: 165.2
LUMO in eV: 0.735
Structure (SMILES): O=Cc1ccc(N2CCCC2)o1
Multiplicity: 1

Each line ends with the Mulliken charge.
Cartesian coordinates (Å):
O  -1.56  0.61  0.17  -0.33
C  -0.69  -0.28  -0.35  0.62
C  2.54  0.68  1.10  -0.64
C  1.10  1.05  0.79  -0.42
H  -4.91  0.58  -0.19  0.28
N  0.61  -0.08  -0.02  0.19
H  -0.87  -2.13  -1.47  0.44
C  -2.82  0.18  -0.19  0.32
H  1.62  -1.30  -1.46  0.35
C  -3.95  0.98  0.19  -0.14
O  -3.93  2.07  0.78  -0.54
H  2.55  0.03  2.02  0.26
C  -1.35  -1.26  -1.08  -0.74
H  3.18  0.49  -0.98  0.31
H  1.67  -1.88  0.25  0.33
H  3.15  1.56  1.29  0.36
H  0.50  1.13  1.74  0.29
H  -3.56  -1.45  -1.46  0.40
C  1.67  -0.99  -0.39  -0.66
H  3.82  -0.84  0.07  0.36
C  -2.74  -0.95  -0.95  -0.61
C  2.96  -0.18  -0.13  -0.71
H  0.99  2.00  0.26  0.29

=====

c:
DFT (the ωB97M-V functional and the def2-TZVPD basis) results for an isolated molecule of C9H11NO2.

Summary:
Molecular weight in g/mol: 165.2
LUMO in eV: 0.770
Structure (SMILES): N[C@@H](Cc1ccccc1)C(=O)O
Multiplicity: 1

Each line ends with the Mulliken charge.
Cartesian coordinates (Å):
H  3.48  -0.70  0.91  0.28
C  0.79  -0.76  0.83  -0.99
H  0.35  1.18  -1.08  0.39
H  1.51  -0.88  -1.20  0.45
C  -3.18  0.50  -0.33  -0.43
H  -0.81  -1.84  -1.05  0.37
H  -2.97  2.04  1.18  0.33
C  1.87  -0.48  -0.23  0.08
N  3.09  -1.19  0.12  -0.72
C  -0.61  -0.32  0.44  -0.26
H  3.75  -1.11  -0.62  0.27
H  1.13  -0.28  1.78  0.36
C  -1.22  0.76  1.07  0.01
H  -0.72  1.28  1.86  0.36
O  1.10  1.74  -0.96  -0.50
C  -2.58  -0.58  -0.96  -0.72
H  -4.13  0.83  -0.62  0.45
H  -3.08  -1.10  -1.77  0.37
C  2.10  1.03  -0.41  0.50
C  -1.30  -0.99  -0.57  0.18
C  -2.50  1.17  0.69  -0.58
O  3.13  1.56  -0.09  -0.58
H  0.81  -1.85  1.01  0.35

=====

Which of them is the most stable, and which is the least stable? c and a, in that order.

=====

a:
DFT (the ωB97M-V functional and the def2-TZVPD basis) results for a structure of composition C4H8O.

Summary:
Molecular weight in g/mol: 72.1
LUMO in eV: 0.857
Multiplicity: 1

Each line ends with the Mulliken charge.
Cartesian coordinates (Å):
H  1.82  -1.28  0.71  0.42
C  0.72  -0.13  -0.46  -0.02
C  1.69  0.65  0.34  -0.44
H  -0.41  -0.82  1.21  0.25
H  0.66  -0.02  -1.55  0.38
H  2.38  1.13  -0.37  0.15
O  1.85  -1.04  -0.22  -0.43
C  -0.59  -0.56  0.16  -0.41
H  -1.00  -1.44  -0.35  0.29
H  -2.54  0.33  0.56  0.33
H  -1.79  0.91  -0.93  0.32
H  -1.19  1.47  0.64  0.33
C  -1.59  0.61  0.11  -1.17

=====

b:
DFT (the ωB97M-V functional and the def2-TZVPD basis) results for a cluster of 2 separate species, C4H8O in total.

Summary:
Molecular weight in g/mol: 72.1
LUMO in eV: 0.966
Structure (SMILES): C=CC.C=O
Multiplicity: 1

Each line ends with the Mulliken charge.
Cartesian coordinates (Å):
C  0.54  0.94  0.82  -0.82
C  -0.50  0.74  0.02  -0.13
O  2.36  -0.24  -1.48  -0.45
H  1.61  -1.35  0.05  0.28
H  -2.10  -0.58  -0.59  0.32
H  0.48  -1.00  -1.38  0.22
H  1.36  1.60  0.54  0.32
H  -0.53  1.26  -0.94  0.40
H  0.64  0.41  1.77  0.32
C  -1.63  -0.20  0.32  -1.00
H  -2.41  0.32  0.89  0.32
C  1.49  -0.86  -0.94  -0.06
H  -1.30  -1.05  0.92  0.29

=====

Which of them is the most stable, and which is the least stable? b and a, in that order.